41
Properties=species:S:1:pos:R:3:forces:R:3 method="wB97M-V/def2-TZVPD" homo_lumo_gap_ev="6.8686 / 6.8692" e_tot_ha=-4646.33224 homo_energy_ha="-0.3542 / -0.3542"
W -0.98281 1.55163 -0.02900 0.7 0.6 0.9
O -0.31280 -2.05176 1.46559 2.1 -0.5 -0.2
C -0.48628 -2.83684 0.28451 -1.1 -1.4 1.0
C -2.00506 -2.95610 0.15459 0.3 0.0 -1.5
N -2.75546 -1.74168 -0.08640 -0.4 0.5 -1.0
C -3.19850 -1.43629 -1.48545 0.9 -0.5 1.4
C -2.11179 -0.48785 -2.05653 -0.7 -1.4 0.8
O -1.32426 -0.93225 -2.82316 0.5 0.8 -0.6
O -1.96571 0.72648 -1.41448 -0.4 0.0 -0.2
C -3.47048 -1.17479 1.03609 1.4 1.4 -1.8
C -2.80381 0.01832 1.73597 -2.2 0.1 0.3
O -3.43237 0.59932 2.57681 1.2 -0.1 -0.2
O -1.61000 0.37267 1.24669 0.6 0.2 0.1
H 0.60708 -1.73376 1.31347 -0.9 0.1 1.0
H -0.01483 -3.95103 0.28604 -0.8 2.7 0.2
H -0.10683 -2.18513 -0.46734 0.4 -0.3 -1.4
H -2.41305 -3.32591 1.06522 0.0 -1.0 0.8
H -2.18483 -3.64363 -0.67724 -0.3 -0.2 0.2
H -4.23219 -1.05124 -1.46763 0.5 -0.1 -0.2
H -3.06706 -2.37969 -2.08826 -0.5 1.1 0.5
H -3.48307 -1.86031 1.83823 -1.0 -1.1 0.8
H -4.40291 -0.71738 0.67767 -0.2 -0.7 0.5
S 0.97408 2.11913 1.37469 -0.7 -0.3 -0.5
C 2.38242 1.36266 0.65182 -0.8 0.9 0.9
C 3.64804 1.53985 1.18019 1.5 -0.6 -1.2
C 4.77115 1.04688 0.45013 0.8 0.3 0.7
C 6.15905 1.29013 1.01657 -1.3 -0.8 -0.6
N 7.21197 1.33764 1.49054 -0.9 0.2 -0.4
C 4.57241 0.29044 -0.76839 -0.2 0.4 2.3
C 3.26453 0.04772 -1.13242 0.7 0.0 -0.9
C 2.20798 0.64555 -0.48433 -0.4 -0.7 -1.2
S 0.67199 0.50322 -1.26592 0.2 -0.3 0.0
C 5.57693 -0.33185 -1.57575 0.3 0.7 -0.5
N 6.23826 -0.68323 -2.44884 0.1 -0.3 0.4
H 3.71733 2.08341 2.09961 0.6 0.2 0.3
H 3.09783 -0.53852 -2.02614 -0.1 0.0 0.0
O -1.02350 3.27718 -1.03621 1.8 -2.3 -1.7
Se -1.76320 4.26597 0.03910 -1.3 2.4 3.4
O -3.12982 4.71066 -0.58586 -1.1 0.0 -0.3
O -1.91537 2.84575 1.15269 0.5 0.6 -1.5
O -0.90505 5.38462 0.78312 0.3 -0.7 -0.4